Molecular formula: C7H11N3O3
Method: DFT, the ωB97M-V functional and the def2-TZVPD basis

Atoms and positions in Å:
C  -0.63154  2.27472  -2.18343
C  -0.35771  2.71695  -0.92889
C  -0.18225  1.01172  -2.42246
C  0.16255  1.85391  0.02444
C  0.23909  0.08253  -1.49949
C  0.53825  0.58499  -0.26286
C  -0.99738  -2.07104  1.86189
N  0.55236  -1.21855  -1.79322
N  1.51016  -0.16228  1.97997
N  0.87272  -0.38763  0.71638
O  -1.84340  -1.38335  1.08558
O  -0.52231  -3.10534  1.54084
O  -0.88820  -1.56089  3.09171
H  -1.02146  3.04282  -2.88424
H  -0.71491  3.64949  -0.51641
H  -0.31249  0.71408  -3.41328
H  0.15798  2.07845  1.14777
H  0.69672  -1.43575  -2.74739
H  0.22709  -2.10942  -1.40730
H  -0.41683  -2.20239  3.62504
H  0.95791  0.38659  2.51481
H  -1.91496  -1.84535  0.24070
H  1.49671  -1.11686  0.24215
H  2.39192  0.20259  1.98769

Its highest occupied orbital energy is -7.8658 eV. The frontier orbital gap is 8.54 eV. Its relative energy (zero: lowest compared OMol25 entry of this formula, charge and spin) is 49.32 kcal/mol. As for the SMILES: NNc1ccccc1N.O=C(O)O.

=====

Molecular formula: C51H60AsN4PSY
Method: DFT, the ωB97M-V functional and the def2-TZVPD basis

Atoms and positions in Å:
Y  0.12170  0.64048  0.26330
C  1.08991  1.54203  3.09352
C  -0.12619  2.14567  2.74314
C  -1.29848  1.40448  2.70930
C  -1.27547  0.05794  3.09074
C  -0.08633  -0.52923  3.49449
C  1.10515  0.20827  3.46698
H  1.99545  2.13791  3.10994
H  -0.15716  3.20580  2.53685
H  -2.23143  1.88036  2.44016
H  -2.20505  -0.49225  3.13272
H  -0.07183  -1.55555  3.83813
H  2.03421  -0.25549  3.77325
C  0.98415  -4.68593  4.19796
C  2.09197  -3.85285  4.20041
C  2.32531  -2.99843  3.13017
C  1.44726  -2.96957  2.04722
C  0.33909  -3.81778  2.04816
C  0.11177  -4.67055  3.11596
P  1.69510  -1.74322  0.73097
C  1.28252  -2.62031  -0.80944
C  -0.08042  -2.76749  -1.09031
C  -0.50814  -3.38265  -2.26012
C  0.43177  -3.85020  -3.17047
C  1.78627  -3.69832  -2.90501
C  2.21265  -3.08993  -1.73067
C  3.43636  -1.30454  0.72061
C  3.78394  0.04523  0.74499
C  5.11352  0.43645  0.69705
C  6.10915  -0.52781  0.63230
C  5.77691  -1.87853  0.62004
C  4.44942  -2.26686  0.66522
H  0.80893  -5.35957  5.02576
H  2.78531  -3.87297  5.03047
H  3.19923  -2.35984  3.14820
H  -0.33703  -3.85587  1.20306
H  -0.73663  -5.34288  3.09825
H  -0.83716  -2.39711  -0.40280
H  -1.56644  -3.49509  -2.45949
H  0.11109  -4.33407  -4.08326
H  2.51633  -4.06328  -3.61510
H  3.27243  -2.97357  -1.54672
H  3.02628  0.82536  0.83109
H  5.37525  1.48616  0.72107
H  7.14853  -0.22960  0.60190
H  6.55656  -2.62706  0.58000
H  4.20131  -3.32206  0.67076
C  4.21670  3.80255  -3.55403
C  3.50179  4.92096  -3.14088
C  2.59068  4.82431  -2.10263
C  2.37833  3.59925  -1.47135
C  3.10740  2.48697  -1.87788
C  4.02703  2.58576  -2.91744
As  1.14630  3.45301  0.01327
C  -0.32310  4.61644  -0.41960
C  -1.51951  4.05183  -0.85552
C  -2.57704  4.85851  -1.25020
C  -2.44072  6.23826  -1.20700
C  -1.25581  6.80724  -0.76091
C  -0.19732  6.00262  -0.36468
C  2.11741  4.32180  1.43551
C  1.47623  5.08993  2.40499
C  2.21169  5.64801  3.44143
C  3.58235  5.44056  3.51410
C  4.22371  4.68186  2.54447
C  3.49518  4.12403  1.50381
H  4.92909  3.88650  -4.36356
H  3.66082  5.87263  -3.62980
H  2.04579  5.70802  -1.79562
H  3.01820  1.53283  -1.36944
H  4.60546  1.72031  -3.21430
H  -1.66130  2.97391  -0.87817
H  -3.50454  4.41227  -1.58339
H  -3.26055  6.87321  -1.51427
H  -1.15313  7.88338  -0.72215
H  0.71845  6.46396  -0.01607
H  0.41071  5.28502  2.35237
H  1.71382  6.25636  4.18448
H  4.15305  5.88599  4.31764
H  5.29540  4.54068  2.58887
H  4.01026  3.56593  0.72887
C  -3.53285  -0.27395  -3.83735
C  -4.33541  -1.49667  -3.40750
C  -5.58666  -1.15785  -2.60081
C  -5.30731  -0.48489  -1.26186
N  -4.51185  -1.37353  -0.40173
C  -3.30537  -1.17733  0.09095
S  -2.49945  0.33649  -0.20308
N  -2.72318  -2.15799  0.78729
C  -3.30627  -3.48191  1.02898
C  -3.19555  -4.41629  -0.17357
C  -3.95051  -5.72801  0.04119
C  -5.46349  -5.54945  0.04721
H  -2.68637  -0.55680  -4.46599
H  -3.15232  0.27812  -2.97239
H  -4.14722  0.41593  -4.41758
H  -3.69872  -2.18105  -2.83355
H  -4.64009  -2.05330  -4.29480
H  -6.18125  -2.05944  -2.42764
H  -6.22951  -0.48862  -3.17719
H  -6.23458  -0.26296  -0.73335
H  -4.76161  0.44790  -1.37272
H  -4.92837  -2.27979  -0.22993
H  -1.80100  -1.97198  1.13800
H  -4.34122  -3.34998  1.35243
H  -2.78631  -3.89848  1.89272
H  -2.13610  -4.60643  -0.36945
H  -3.58785  -3.91611  -1.06687
H  -3.61996  -6.19041  0.97597
H  -3.67057  -6.42351  -0.75098
H  -5.81669  -4.94703  0.88709
H  -5.97369  -6.50805  0.12276
H  -5.80458  -5.07944  -0.87927
N  0.93842  0.10428  -2.25894
N  -0.16614  0.97993  -2.01888
H  1.44526  0.38526  -3.09334
H  0.58760  -0.84076  -2.39111
H  -0.99128  0.79706  -2.58812
H  0.15216  1.92655  -2.23827

Its charge is +3. Its highest occupied orbital energy is -15.8208 eV. The frontier orbital gap is 7.84 eV. Its relative energy (zero: lowest compared OMol25 entry of this formula, charge and spin) is 22.78 kcal/mol.

=====

Molecular formula: C5H11NO
Method: DFT, the ωB97M-V functional and the def2-TZVPD basis

Atoms and positions in Å:
C  1.50613  1.37883  -0.08987
C  0.13534  1.46308  0.55645
C  -1.08362  1.07207  -0.20910
N  -0.65924  0.31486  0.94375
C  -0.25255  -1.08628  0.90988
C  -0.07419  -1.80369  -0.43125
O  -1.28527  -1.96250  -1.14471
H  2.24600  0.98376  0.61614
H  1.83355  2.38218  -0.39241
H  1.50640  0.73736  -0.97771
H  0.02956  2.28557  1.26821
H  -0.87896  0.70048  -1.21997
H  -2.03528  1.59150  -0.10190
H  0.67483  -1.18495  1.48683
H  -1.03065  -1.63750  1.45325
H  0.70141  -1.32107  -1.05040
H  0.26814  -2.82494  -0.21591
H  -1.60161  -1.08878  -1.40129

Its highest occupied orbital energy is -8.8428 eV. The frontier orbital gap is 9.84 eV. Its relative energy (zero: lowest compared OMol25 entry of this formula, charge and spin) is 55.80 kcal/mol. As for the SMILES: C[C@H]1CN1CCO.